DFT (ωB97M-V/def2-TZVPD) results for a cluster of 2 separate species, CH6S in total.

Net charge ... 0
SMILES ... C.S
Relative energy (zero: lowest compared OMol25 entry of this formula, charge and spin) ... 6.68 kcal per mole
HOMO ... -9.78 eV

Last column: Löwdin charge in e.
Positions of all 8 atoms, in Å:
C -1.228 -0.496 0.563  -0.077
H -1.579 -0.331 -0.449  0.002
H -1.368 0.494 1.072  0.027
H -2.005 -1.110 1.165  0.043
H -0.284 -1.066 0.584  0.008
S 2.462 0.678 -1.522  0.488
H 1.510 0.142 -0.773  -0.274
H 2.492 1.689 -0.640  -0.216

Cartesian forces (eV/Å) of the 3 atoms listed first:
-2.13 -0.39 1.64
-0.04 -0.35 -0.20
1.24 -0.76 -0.33

DFT (ωB97M-V/def2-TZVPD) results for a structure of composition C5H8N.

Net charge ... +1
Relative energy (zero: lowest compared OMol25 entry of this formula, charge and spin) ... 80.16 kcal per mole
HOMO ... -15.21 eV

Last column: Löwdin charge in e.
Positions of all 14 atoms, in Å:
C -0.844 1.226 -1.426  0.179
C 0.196 -0.568 0.154  -0.125
C -1.336 0.584 1.001  0.090
C -0.600 0.647 -0.256  -0.263
C 1.816 -0.977 -0.182  0.075
N -0.498 -0.289 1.471  0.165
H -0.140 1.303 -2.215  0.083
H -1.756 1.942 -1.314  0.135
H -0.498 -1.318 -0.238  0.153
H -2.125 1.215 1.421  0.170
H 2.204 -0.975 0.758  0.031
H 2.248 -0.216 -0.868  0.096
H 1.789 -1.894 -0.676  0.050
H -0.455 -0.679 2.371  0.161

Cartesian forces (eV/Å) of the 3 atoms listed first:
-2.21 2.64 2.31
1.09 -0.75 -1.15
1.57 1.07 -0.49

DFT (ωB97M-V/def2-TZVPD) results for a cluster of 6 separate species, C27H36F16N3O11 in total.

Net charge ... +1
HOMO ... -12.09 eV

Last column: Löwdin charge in e.
Positions of all 93 atoms, in Å:
N 5.569 -4.380 -8.345  0.052
C 5.867 -3.372 -7.242  -0.401
C 5.188 -1.999 -7.824  -0.075
C 5.785 -0.607 -7.200  -0.121
F 4.660 0.114 -6.511  -0.134
C 7.481 -3.447 -6.963  0.151
N 7.817 -3.485 -5.603  0.152
C 6.494 -3.398 -4.866  -0.324
N 6.442 -3.621 -3.370  0.096
C 6.727 -2.357 -2.838  0.004
O 7.085 -1.099 -2.455  0.063
C 5.337 -4.034 -5.840  -0.023
H 6.490 -4.525 -8.827  0.091
H 5.216 -5.264 -7.916  0.092
H 4.020 -2.002 -7.577  0.155
H 5.342 -1.957 -9.003  0.145
H 6.142 0.054 -8.117  0.141
H 6.683 -0.735 -6.460  0.113
H 8.280 -3.515 -7.819  0.183
H 8.768 -3.564 -5.164  0.199
H 6.253 -2.231 -4.935  0.144
H 4.215 -3.856 -5.553  0.157
H 5.531 -5.204 -5.706  0.143
C 2.650 -6.745 -0.538  -0.055
C 3.626 -6.115 -1.514  -0.217
O 3.593 -6.804 -2.773  0.007
C 2.592 -6.437 -3.635  -0.326
O 1.752 -5.578 -3.383  0.139
C 2.704 -7.208 -4.950  -0.465
F 2.955 -8.536 -4.763  0.153
F 3.716 -6.738 -5.735  0.111
F 1.572 -7.141 -5.706  0.151
H 2.846 -7.817 -0.436  0.089
H 2.730 -6.275 0.446  0.089
H 1.619 -6.642 -0.889  0.081
H 4.645 -6.211 -1.127  0.126
H 3.431 -5.044 -1.647  0.121
C 0.411 -1.385 -5.155  -0.061
C 0.281 -2.426 -4.059  -0.221
O -0.417 -1.882 -2.929  0.011
C -1.785 -1.886 -3.006  -0.318
O -2.415 -2.317 -3.968  0.152
C -2.399 -1.329 -1.722  -0.469
F -1.771 -0.201 -1.283  0.138
F -2.335 -2.223 -0.693  0.135
F -3.715 -1.000 -1.859  0.145
H 0.880 -0.475 -4.769  0.085
H 1.011 -1.769 -5.985  0.072
H -0.572 -1.096 -5.543  0.083
H 1.278 -2.713 -3.708  0.112
H -0.208 -3.337 -4.422  0.126
C -2.826 -0.429 1.735  -0.069
C -3.689 -1.221 2.699  -0.199
O -2.906 -1.685 3.810  0.015
C -2.709 -0.786 4.826  -0.319
O -3.154 0.358 4.824  0.139
C -1.908 -1.424 5.960  -0.467
F -0.844 -2.151 5.512  0.141
F -2.665 -2.280 6.705  0.147
F -1.399 -0.509 6.833  0.133
H -1.958 -1.018 1.421  0.075
H -3.399 -0.142 0.849  0.076
H -2.439 0.480 2.207  0.084
H -4.081 -2.110 2.194  0.129
H -4.552 -0.639 3.042  0.129
C -2.217 2.613 7.974  -0.054
C -2.813 3.372 6.803  -0.210
O -2.996 4.755 7.141  0.012
C -1.892 5.557 7.016  -0.323
O -0.792 5.156 6.645  0.143
C -2.239 7.007 7.356  -0.461
F -3.006 7.117 8.479  0.140
F -2.940 7.615 6.356  0.116
F -1.138 7.781 7.573  0.144
H -2.828 2.750 8.873  0.086
H -2.150 1.545 7.750  0.061
H -1.214 2.981 8.213  0.081
H -3.804 2.968 6.571  0.127
H -2.203 3.265 5.899  0.124
C -5.183 9.016 6.267  -0.074
C -6.381 9.888 6.597  -0.202
O -7.202 10.075 5.435  0.011
C -8.092 9.070 5.157  -0.325
O -8.208 8.052 5.834  0.143
C -8.933 9.420 3.930  -0.471
F -8.190 9.938 2.910  0.138
F -9.890 10.351 4.213  0.143
F -9.590 8.345 3.410  0.139
H -4.627 9.431 5.421  0.089
H -4.513 8.936 7.128  0.070
H -5.497 8.008 5.978  0.083
H -6.036 10.880 6.906  0.128
H -6.964 9.476 7.429  0.128

Cartesian forces (eV/Å) of the 3 atoms listed first:
1.58 0.09 1.09
-0.43 -2.09 -0.29
0.27 1.15 0.68